A cluster of 3 separate species, C3H15N2O2 in total in a non-equilibrium geometry, computed with ωB97M-V/def2-TZVPD.

DFT total energy ... -383.05579 Eh
Frontier orbital gap ... 10.498 eV
E_LUMO ... -3.1 eV
Net charge ... +1
Spin multiplicity ... 1

Each line ends with the Löwdin charge.
Element x y z (Å)
C (-1.497, 1.353, -0.519)  -0.125
C (-1.314, 0.012, -1.262)  -0.159
C (-0.005, -0.226, -2.007)  -0.246
N (1.168, 0.184, -1.210)  -0.017
N (-0.436, 2.326, -0.936)  0.161
H (-1.342, 1.181, 0.546)  0.129
H (-2.492, 1.779, -0.589)  0.129
H (-2.094, -0.028, -2.023)  0.117
H (-1.523, -0.776, -0.543)  0.120
H (0.087, -1.276, -2.281)  0.121
H (-0.007, 0.364, -2.926)  0.114
H (2.056, 0.001, -1.680)  0.100
H (1.284, -0.362, -0.359)  0.094
H (-0.386, 2.431, -1.949)  0.162
H (-0.459, 3.234, -0.472)  0.173
H (0.471, 1.878, -0.700)  0.121
H (0.265, -3.658, 3.138)  0.071
H (1.733, -3.688, 2.862)  0.066
O (1.030, -3.064, 3.085)  -0.046
H (1.688, -0.057, 3.550)  0.031
H (0.895, -1.292, 3.174)  -0.022
O (0.878, -0.316, 3.100)  -0.094



A cluster of 3 separate species, C3H15N2O2 in total in a non-equilibrium geometry, computed with ωB97M-V/def2-TZVPD.

DFT total energy ... -383.01318 Eh
Frontier orbital gap ... 10.207 eV
E_LUMO ... -3.1 eV
Net charge ... +1
Spin multiplicity ... 1

Each line ends with the Löwdin charge.
Element x y z (Å)
N (0.286, 0.248, -0.545)  0.164
C (0.595, 0.354, 0.905)  -0.141
C (0.674, -1.073, 1.536)  -0.197
N (-0.168, -1.992, 0.762)  -0.159
C (0.086, -3.421, 1.008)  -0.102
H (-0.646, 0.473, -0.864)  0.144
H (1.030, 0.844, -0.892)  0.133
H (0.476, -0.745, -0.783)  0.159
H (1.407, 1.010, 1.215)  0.129
H (-0.073, 0.961, 1.550)  0.129
H (1.665, -1.543, 1.511)  0.125
H (0.329, -0.926, 2.557)  0.119
H (-1.143, -1.813, 0.984)  0.118
H (1.141, -3.717, 0.954)  0.086
H (-0.485, -3.884, 0.179)  0.095
H (-0.193, -3.777, 2.000)  0.082
H (-0.521, 2.061, -2.379)  0.045
H (0.736, 2.610, -2.769)  0.072
O (0.380, 1.728, -2.585)  -0.060
H (-1.945, 3.369, 0.291)  0.056
H (-1.240, 3.919, -0.848)  0.057
O (-1.577, 3.064, -0.547)  -0.054



A cluster of 4 separate species, C3H15N2O3 in total in a non-equilibrium geometry, computed with ωB97M-V/def2-TZVPD.

DFT total energy ... -458.29654 Eh
Frontier orbital gap ... 11.086 eV
E_LUMO ... -2.7 eV
Net charge ... +1
Spin multiplicity ... 1

Each line ends with the Löwdin charge.
Element x y z (Å)
C (-0.955, 1.195, 2.377)  -0.105
C (-1.300, 0.066, 1.413)  -0.159
N (0.001, -0.119, 0.559)  0.065
C (0.016, 0.814, -0.462)  -0.127
N (0.938, 0.842, -1.412)  0.178
H (-1.025, 2.211, 1.972)  0.068
H (-1.782, 1.259, 3.103)  0.088
H (0.099, 1.213, 2.717)  0.094
H (-1.437, -0.850, 2.016)  0.126
H (-2.088, 0.285, 0.702)  0.110
H (0.792, -0.751, 0.793)  0.070
H (-0.687, 1.603, -0.446)  0.112
H (1.736, 0.163, -1.438)  0.160
H (0.684, 1.493, -2.127)  0.101
H (1.735, -2.422, 0.231)  0.028
H (3.003, -1.792, 0.974)  0.097
O (2.012, -1.801, 0.979)  -0.093
H (0.634, -4.102, -1.185)  0.038
H (1.927, -3.761, -1.656)  0.093
O (1.221, -3.395, -1.086)  -0.016
H (-1.864, 2.118, -3.350)  0.079
H (-1.881, 3.356, -2.284)  0.080
O (-1.778, 2.374, -2.393)  -0.088



A cluster of 4 separate species, C3H15NO3 in total in a non-equilibrium geometry, computed with ωB97M-V/def2-TZVPD.

DFT total energy ... -403.74419 Eh
Frontier orbital gap ... 9.468 eV
E_LUMO ... 0.5 eV
SMILES ... CCCN.O.O.O
Spin multiplicity ... 1

Each line ends with the Löwdin charge.
Element x y z (Å)
C (0.335, 0.994, 0.380)  -0.118
C (-0.645, 1.441, 1.439)  -0.257
C (-2.119, 0.974, 1.231)  -0.293
N (-2.595, 0.305, 2.431)  -0.029
H (0.568, -0.069, 0.496)  0.073
H (1.257, 1.537, 0.463)  0.058
H (-0.067, 1.103, -0.627)  0.060
H (-0.402, 1.149, 2.460)  0.096
H (-0.705, 2.524, 1.487)  0.093
H (-2.146, 0.304, 0.368)  0.092
H (-2.739, 1.830, 0.979)  0.103
H (-2.098, -0.554, 2.623)  0.063
H (-3.584, 0.094, 2.453)  0.059
O (-1.621, -0.038, -2.968)  -0.060
H (-1.380, 0.793, -3.385)  0.035
H (-2.156, -0.528, -3.596)  0.036
O (6.568, -1.908, 0.764)  -0.057
H (5.732, -1.630, 0.387)  0.028
H (6.966, -1.105, 1.107)  0.029
O (0.284, -2.502, -3.204)  -0.057
H (-0.079, -3.012, -2.477)  0.032
H (0.626, -1.702, -2.813)  0.015



A cluster of 4 separate species, C3H15NO3 in total in a non-equilibrium geometry, computed with ωB97M-V/def2-TZVPD.

DFT total energy ... -403.68631 Eh
Frontier orbital gap ... 9.676 eV
E_LUMO ... 0.5 eV
SMILES ... CN(C)C.O.O.O
Spin multiplicity ... 1

Each line ends with the Löwdin charge.
Element x y z (Å)
C (0.568, 2.651, 0.007)  -0.091
N (0.624, 1.513, -1.000)  -0.350
C (-0.159, 0.381, -0.352)  -0.105
C (0.275, 1.940, -2.444)  -0.063
H (1.417, 3.315, -0.328)  0.102
H (0.759, 2.180, 1.039)  0.100
H (-0.414, 3.053, -0.036)  0.058
H (-0.289, -0.643, -0.786)  0.106
H (0.258, 0.353, 0.606)  0.022
H (-1.101, 0.750, -0.044)  0.058
H (0.177, 0.929, -2.931)  0.085
H (1.246, 2.385, -2.685)  0.076
H (-0.700, 2.487, -2.589)  0.086
O (-3.939, -5.704, 1.163)  -0.128
H (-3.622, -5.488, 0.188)  0.095
H (-4.335, -4.844, 1.421)  0.032
O (3.028, 0.355, 0.213)  -0.106
H (2.232, 0.814, -0.243)  0.019
H (2.795, 0.425, 1.136)  0.005
O (0.002, -2.230, 2.564)  -0.077
H (0.537, -2.108, 1.802)  -0.007
H (0.639, -2.513, 3.299)  0.081



A cluster of 4 separate species, C3H15NO3 in total in a non-equilibrium geometry, computed with ωB97M-V/def2-TZVPD.

DFT total energy ... -403.41781 Eh
Frontier orbital gap (alpha / beta) ... 10.162 / 4.632 eV
E_LUMO (alpha / beta) ... -3.8 / -9.3 eV
Net charge ... +1
Spin multiplicity ... 2

Each line ends with the Löwdin charge.
Element x y z (Å)
C (-1.062, 0.113, -1.122)  -0.182
C (-1.319, -0.525, 0.217)  -0.218
C (-2.412, -1.602, 0.154)  -0.071
N (-0.695, -0.817, -2.158)  0.278
H (-0.235, 0.814, -1.103)  0.144
H (-1.942, 0.670, -1.507)  0.195
H (-1.553, 0.224, 0.959)  0.123
H (-0.387, -0.940, 0.612)  0.107
H (-3.260, -1.205, -0.429)  0.090
H (-2.815, -1.818, 1.133)  0.088
H (-2.098, -2.493, -0.374)  0.071
H (-0.523, -0.329, -3.036)  0.164
H (-1.357, -1.598, -2.297)  0.163
H (2.450, 0.086, 1.388)  0.013
H (3.363, 0.703, 2.399)  0.054
O (2.458, 0.771, 2.067)  -0.049
H (2.469, -1.543, -0.984)  0.071
H (1.014, -1.787, -1.365)  0.013
O (1.584, -1.621, -0.606)  -0.024
H (0.970, 2.564, 1.075)  0.000
H (-0.138, 3.341, 1.705)  0.037
O (0.585, 3.455, 1.073)  -0.063



A structure of composition C3H15NO3S in a non-equilibrium geometry, computed with ωB97M-V/def2-TZVPD.

DFT total energy ... -801.67721 Eh
Frontier orbital gap ... 5.976 eV
E_LUMO ... -3.8 eV
Spin multiplicity ... 1

Each line ends with the Löwdin charge.
Element x y z (Å)
C (0.172, 1.869, 0.327)  -0.277
C (-0.200, 0.859, -0.845)  -0.252
C (-1.664, 1.033, -1.377)  -0.578
S (-3.097, 0.483, -0.311)  0.666
N (1.157, 1.171, 1.140)  -0.011
H (0.595, 2.768, -0.098)  0.123
H (-0.664, 1.988, 0.771)  0.006
H (-0.235, -0.180, -0.561)  0.032
H (0.596, 0.909, -1.659)  0.134
H (-1.775, 2.150, -1.807)  0.117
H (-2.012, 0.479, -2.281)  0.048
H (-0.982, -0.312, 1.249)  0.281
H (1.600, 1.743, 1.925)  0.114
H (0.613, 0.351, 1.629)  0.077
H (-1.765, -1.019, 0.374)  0.020
H (-1.616, -2.930, -0.146)  0.012
O (-1.193, -2.167, 0.197)  -0.271
H (2.647, -1.371, -0.528)  -0.015
H (2.312, 0.112, -0.385)  -0.028
O (2.875, -0.514, -0.851)  -0.068
H (1.106, -2.777, 1.780)  0.048
H (0.277, -2.291, 0.560)  -0.030
O (1.252, -2.353, 0.895)  -0.146



A cluster of 5 separate species, C3H15NO3S in total in a non-equilibrium geometry, computed with ωB97M-V/def2-TZVPD.

DFT total energy ... -801.67792 Eh
Frontier orbital gap ... 4.070 eV
E_LUMO ... -5.0 eV
Spin multiplicity ... 1

Each line ends with the Löwdin charge.
Element x y z (Å)
C (0.151, 1.750, 0.222)  -0.087
C (0.040, 0.626, 1.227)  -0.508
C (-0.030, -0.695, 0.431)  -0.642
S (-1.313, -0.941, -0.663)  0.942
N (1.098, 0.413, 2.189)  0.119
H (0.949, 1.413, -0.466)  0.066
H (-0.748, 1.821, -0.401)  0.058
H (0.405, 2.751, 0.618)  0.096
H (-0.861, 0.889, 1.822)  0.142
H (0.009, -1.489, 1.240)  0.138
H (0.961, -0.792, -0.070)  0.059
H (0.408, -6.666, -2.255)  -0.001
H (0.708, -6.839, -2.911)  0.001
H (1.894, -0.055, 1.734)  0.052
H (1.462, 1.304, 2.521)  0.106
H (3.472, 0.513, 0.008)  0.020
O (2.555, 0.332, 0.255)  -0.261
H (-2.788, 0.770, 0.091)  -0.083
H (-4.263, 1.221, -0.148)  0.034
O (-3.356, 1.533, -0.080)  -0.095
H (2.168, -0.432, -1.181)  -0.024
H (0.846, -0.978, -1.938)  -0.053
O (1.788, -0.883, -1.971)  -0.080



A cluster of 5 separate species, C3H15NO4 in total in a non-equilibrium geometry, computed with ωB97M-V/def2-TZVPD.

DFT total energy ... -478.93933 Eh
Frontier orbital gap ... 9.925 eV
E_LUMO ... 0.4 eV
SMILES ... C=CCN.O.O.O.O
Spin multiplicity ... 1

Each line ends with the Löwdin charge.
Element x y z (Å)
C (0.844, -1.464, 1.941)  -0.004
C (-0.449, -1.146, 1.847)  -0.150
C (-0.853, -0.226, 0.684)  -0.295
N (-2.147, -0.678, 0.152)  0.030
H (1.241, -2.002, 2.799)  0.046
H (1.681, -1.281, 1.219)  0.066
H (-1.164, -1.710, 2.423)  0.092
H (-0.914, 0.797, 1.120)  0.073
H (0.044, -0.105, 0.055)  0.072
H (-2.498, -1.362, 0.791)  0.050
H (-2.135, -0.991, -0.800)  0.041
O (-0.192, -0.297, -2.087)  -0.077
H (-1.071, -0.510, -2.468)  0.056
H (0.337, -0.761, -2.752)  0.050
O (2.496, -0.460, -1.484)  -0.087
H (3.208, -0.980, -1.103)  0.033
H (2.492, 0.409, -1.019)  -0.004
O (1.806, 1.924, -0.514)  -0.041
H (1.077, 1.851, 0.117)  0.038
H (1.252, 1.922, -1.314)  0.066
O (-1.667, 2.736, 0.185)  -0.056
H (-1.128, 2.073, 0.613)  -0.041
H (-2.262, 2.265, -0.408)  0.039



A cluster of 4 separate species, C3H15NO4 in total in a non-equilibrium geometry, computed with ωB97M-V/def2-TZVPD.

DFT total energy ... -478.63802 Eh
Frontier orbital gap (alpha / beta) ... 10.549 / 5.004 eV
E_LUMO (alpha / beta) ... -3.7 / -9.2 eV
Net charge ... +1
Spin multiplicity ... 2

Each line ends with the Löwdin charge.
Element x y z (Å)
C (-0.208, 1.157, 0.077)  -0.151
C (0.086, -0.206, 0.823)  -0.329
C (0.040, -0.046, 2.328)  0.010
O (1.415, -0.535, 0.454)  0.044
N (-0.322, 1.054, -1.293)  0.200
H (-1.117, 1.565, 0.560)  0.187
H (0.463, 1.959, 0.392)  0.156
H (-0.528, -1.011, 0.391)  0.160
H (-0.628, -0.782, 2.785)  0.109
H (1.020, -0.217, 2.747)  0.099
H (-0.334, 0.923, 2.612)  0.088
H (1.339, -0.781, -0.481)  0.127
H (-0.205, 1.896, -1.857)  0.158
H (-1.198, 0.583, -1.520)  0.141
H (-3.715, -2.003, 0.445)  0.047
H (-4.123, -0.426, 0.185)  0.032
O (-3.608, -1.073, 0.665)  -0.057
H (3.373, 0.159, 1.130)  0.002
H (3.776, 1.156, 0.044)  0.025
O (4.138, 0.537, 0.684)  -0.046
H (0.829, -1.621, -3.853)  0.043
H (-0.363, -0.746, -3.421)  -0.009
O (-0.130, -1.544, -3.898)  -0.038



> Which value of DFT total energy does entry 7 give?

-801.67721 Eh